1.
The following is a quantum chemistry calculation of C45H41B3N5O26V as an isolated structure, from the Open Molecules 2025 dataset.

Structure (XYZ):
```
121
C45H41B3N5O26V (wB97M-V/def2-TZVPD)
V 25.117 3.844 0.647
O 30.183 6.609 -5.008
C 29.699 5.643 -4.531
O 28.390 5.361 -4.490
B 28.171 4.126 -3.807
O 29.480 3.505 -3.609
C 30.419 4.410 -3.906
O 31.582 4.331 -3.665
O 27.213 3.237 -4.490
C 26.297 2.812 -3.651
O 25.473 1.971 -3.842
C 26.526 3.563 -2.333
O 27.525 4.344 -2.444
O 25.822 3.413 -1.349
O 32.480 8.240 0.709
C 31.689 7.471 0.261
O 31.033 6.525 0.952
B 30.158 5.819 0.041
O 30.371 6.367 -1.295
C 31.211 7.408 -1.205
O 31.499 8.183 -2.049
O 28.696 5.885 0.393
C 28.267 4.708 0.661
O 27.168 4.394 1.077
C 29.364 3.685 0.333
O 30.449 4.342 0.044
O 29.203 2.497 0.407
O 28.710 9.545 -4.233
C 27.720 8.972 -3.933
O 27.158 8.959 -2.719
B 26.019 8.063 -2.720
O 25.896 7.561 -4.090
C 26.854 8.090 -4.855
O 26.991 7.896 -6.021
O 24.776 8.736 -2.257
C 24.185 8.023 -1.340
O 23.173 8.259 -0.745
C 25.083 6.783 -1.088
O 26.157 6.905 -1.780
O 24.818 5.874 -0.326
C 28.300 5.732 -9.270
C 28.721 4.795 -8.149
C 27.408 4.061 -7.857
O 26.669 4.078 -9.092
C 27.392 4.829 -10.067
H 29.121 6.159 -9.857
H 27.860 6.645 -8.857
H 29.200 5.228 -7.274
H 29.430 4.061 -8.553
H 26.810 4.634 -7.146
H 27.574 3.029 -7.552
H 26.657 5.374 -10.658
H 28.001 4.158 -10.684
C 27.561 -0.472 -5.400
C 26.473 -0.661 -6.480
C 25.251 -0.946 -5.603
O 25.750 -1.748 -4.541
C 27.008 -1.190 -4.160
H 27.654 0.600 -5.225
H 28.548 -0.853 -5.660
H 26.655 -1.477 -7.176
H 26.348 0.283 -7.010
H 24.476 -1.517 -6.112
H 24.858 0.005 -5.230
H 27.649 -1.995 -3.804
H 26.828 -0.503 -3.326
N 23.145 3.261 -0.024
C 22.630 3.781 -1.140
C 21.311 3.616 -1.511
C 20.497 2.802 -0.750
C 21.050 2.169 0.356
C 22.363 2.435 0.667
H 23.312 4.379 -1.730
H 20.985 4.120 -2.409
H 19.507 2.590 -1.133
H 20.393 1.568 0.968
H 22.824 1.900 1.493
N 30.641 10.284 -6.497
C 30.815 11.344 -7.276
C 30.427 11.440 -8.602
C 29.941 10.298 -9.210
C 29.709 9.186 -8.416
C 30.186 9.209 -7.107
H 31.261 12.210 -6.791
H 30.600 12.326 -9.200
H 29.652 10.331 -10.257
H 29.301 8.297 -8.875
H 29.994 8.297 -6.554
N 25.802 1.818 1.021
C 26.557 1.594 2.085
C 27.260 0.435 2.313
C 27.140 -0.582 1.374
C 26.391 -0.354 0.229
C 25.698 0.828 0.134
H 26.591 2.382 2.831
H 27.773 0.267 3.247
H 27.673 -1.518 1.486
H 26.371 -1.123 -0.530
H 25.108 1.034 -0.753
N 32.842 8.421 -5.279
C 33.569 8.715 -6.353
C 34.642 7.985 -6.845
C 34.891 6.739 -6.295
C 34.157 6.390 -5.170
C 33.136 7.234 -4.760
H 33.359 9.656 -6.860
H 35.248 8.347 -7.666
H 35.678 6.102 -6.685
H 34.306 5.437 -4.681
H 32.560 6.910 -3.900
N 29.889 -0.780 -2.026
C 30.563 -0.990 -3.155
C 31.389 -0.036 -3.712
C 31.587 1.160 -3.040
C 30.885 1.420 -1.889
C 30.111 0.364 -1.402
H 30.435 -1.948 -3.650
H 31.936 -0.249 -4.622
H 32.291 1.886 -3.427
H 30.952 2.318 -1.296
H 29.660 0.450 -0.416
```

Results
**Total charge**: -1
**Molar mass**: 1151.212 g/mol
**2S+1**: 4
**Total energy**: -135752.0349 eV
**HOMO (alpha / beta)**: -6.57 / -6.57 eV


2.
The following is a quantum chemistry calculation of C45H41LaN15OS2 as an isolated structure, from the Open Molecules 2025 dataset.

Structure (XYZ):
```
105
C45H41LaN15OS2 (wB97M-V/def2-TZVPD)
La 0.200 -0.016 0.251
C -4.008 -4.236 1.060
S -2.230 -4.419 0.814
C -1.838 -2.854 0.087
S -2.405 -1.365 0.784
N -1.109 -3.030 -0.978
N -0.474 -1.891 -1.457
C -0.170 -1.949 -2.692
C 0.651 -0.890 -3.311
C 1.173 -1.088 -4.580
C 1.965 -0.095 -5.138
C 2.181 1.065 -4.417
C 1.615 1.178 -3.155
N 0.876 0.225 -2.595
H -4.347 -5.161 1.524
H -4.512 -4.109 0.106
H -4.228 -3.402 1.723
H -0.469 -2.810 -3.286
H 0.960 -2.006 -5.112
H 2.401 -0.228 -6.120
H 2.779 1.873 -4.813
H 1.762 2.079 -2.570
C -2.252 3.476 4.530
N -1.694 3.260 3.191
C -1.684 2.155 2.450
N -0.955 2.346 1.356
C -0.539 3.635 1.504
N -0.958 4.222 2.596
C -3.612 2.849 4.699
C -3.954 2.227 5.892
C -5.227 1.696 6.064
C -6.155 1.752 5.039
C -5.805 2.357 3.836
C -4.546 2.918 3.677
C -6.728 2.366 2.700
N -7.964 2.032 2.624
N -8.322 2.179 1.273
C -7.267 2.586 0.667
O -6.209 2.737 1.503
C -7.025 2.847 -0.752
C -8.052 2.734 -1.686
C -7.774 2.935 -3.027
C -6.479 3.232 -3.441
C -5.459 3.352 -2.510
C -4.038 3.629 -2.930
N -3.146 2.548 -2.522
C -2.265 2.496 -1.523
N -1.718 1.292 -1.454
C -2.351 0.629 -2.463
N -3.212 1.350 -3.136
C -5.741 3.167 -1.166
H -2.287 4.558 4.652
H -1.549 3.078 5.262
H -2.215 1.252 2.714
H 0.045 4.173 0.772
H -3.227 2.156 6.693
H -5.486 1.217 6.999
H -7.141 1.322 5.154
H -4.297 3.408 2.744
H -9.049 2.480 -1.354
H -8.565 2.844 -3.758
H -6.267 3.365 -4.495
H -3.651 4.541 -2.473
H -3.965 3.728 -4.011
H -2.056 3.336 -0.881
H -2.181 -0.407 -2.690
H -4.949 3.246 -0.431
C 3.550 -5.164 -1.583
C 3.512 -5.363 -0.207
C 2.983 -4.400 0.635
C 2.475 -3.227 0.089
C 2.522 -3.023 -1.276
C 3.059 -3.984 -2.119
N 1.903 -2.167 0.902
N 2.198 -2.289 2.104
C 1.741 -1.322 3.044
C 2.182 -1.643 4.328
C 1.865 -0.819 5.392
C 1.120 0.319 5.135
C 0.692 0.605 3.839
C 0.966 -0.194 2.722
H 3.964 -5.926 -2.230
H 3.898 -6.281 0.216
H 2.948 -4.557 1.702
H 2.172 -2.084 -1.678
H 3.094 -3.810 -3.187
H 2.770 -2.541 4.466
H 2.200 -1.054 6.393
H 0.873 0.996 5.945
H 0.141 1.530 3.722
C 3.669 4.882 -0.615
C 3.558 3.396 -0.618
C 4.396 2.407 -1.075
C 3.760 1.188 -0.767
N 2.595 1.407 -0.168
N 2.487 2.759 -0.102
C 4.260 -0.186 -1.048
H 4.657 5.182 -0.957
H 3.523 5.288 0.387
H 2.932 5.337 -1.279
H 5.356 2.539 -1.544
H 1.747 3.171 0.437
H 5.344 -0.179 -1.144
H 3.848 -0.570 -1.984
H 3.992 -0.876 -0.250
```

Results
**Total charge**: +1
**Molar mass**: 1010.967 g/mol
**2S+1**: 1
**Total energy**: -94255.7045 eV
**Energy relative to the best compared isomer or geometry (same formula, charge and spin)**: 24.0 kcal per mole
**HOMO**: -10.19 eV